Record 1
A 4-piece molecular cluster, C3H14N2O3 overall. Source: the OMol25 dataset; level of theory: wB97M-V/def2-TZVPD.

Calculated values
Gap between HOMO and LUMO, eV: 9.968
SMILES: CC/N=C\N.O.O.O
HOMO level, eV: -9.584
Energy relative to the best compared isomer or geometry (same formula, charge and spin), kcal per mole: 34.24

Structure (ORCA input):
```
! wB97M-V def2-TZVPD RIJCOSX def2/J DEFGRID3
* xyz 0 1
C -1.2870 1.5685 -0.0567
C -0.0304 1.6393 -0.8784
N 0.9665 0.9454 0.0441
C 1.7514 0.0909 -0.5036
N 1.9736 0.0000 -1.8714
H -2.2134 1.7652 -0.6453
H -1.1923 2.2917 0.7716
H -1.4527 0.6808 0.5326
H 0.2766 2.6980 -0.8648
H -0.2048 1.0364 -1.7874
H 2.4736 -0.3768 0.1559
H 2.4905 -0.8371 -2.0775
H 1.4437 0.5505 -2.5130
O 0.4393 -2.4681 -0.4446
H 1.2848 -2.3448 -0.0009
H 0.4852 -2.1330 -1.3376
O -2.3750 -1.3557 1.3215
H -1.5529 -1.7666 1.6472
H -1.9722 -1.0142 0.5129
O -0.1353 -0.3577 2.9033
H -1.0426 -0.5484 3.1132
H -0.1267 -0.0643 1.9791
*
```

---

Record 2
C3H6N2OS in the gas phase. Source: the OMol25 dataset; level of theory: wB97M-V/def2-TZVPD.

Calculated values
Gap between HOMO and LUMO, eV: 10.220
SMILES: [H]/N=C(/NC=O)SC
HOMO level, eV: -9.808
Energy relative to the best compared isomer or geometry (same formula, charge and spin), kcal per mole: 62.37

Structure (ORCA input):
```
! wB97M-V def2-TZVPD RIJCOSX def2/J DEFGRID3
* xyz 0 1
H -2.1871 -0.9886 0.3604
N -1.6220 -0.5557 -0.4678
C -0.5533 -0.0542 -0.0905
N 0.5165 0.4345 -0.8842
C 0.6001 0.6637 -2.1664
O 1.7926 0.8232 -2.6443
S 0.2364 -0.0317 1.5048
C -0.9985 -0.9665 2.4913
H 1.4176 0.5169 -0.6181
H -0.3987 0.8046 -2.7214
H -1.2124 -2.0241 1.9728
H -0.2691 -0.9809 3.4615
H -2.0244 -0.4149 2.6795
*
```

---

Record 3
C20H23ClGeIMgNO2S2 as an isolated structure. Source: the OMol25 dataset; level of theory: wB97M-V/def2-TZVPD.

Calculated values
Gap between HOMO and LUMO, eV: 5.272
HOMO level, eV: -1.123
Energy relative to the best compared isomer or geometry (same formula, charge and spin), kcal per mole: 5.28

Structure (ORCA input):
```
! wB97M-V def2-TZVPD RIJCOSX def2/J DEFGRID3
* xyz -2 1
Mg -1.0700 1.0574 1.3942
C -0.8672 3.4432 0.3540
C -0.2574 3.1277 1.6002
C 1.0981 2.8330 1.3296
C 1.3000 2.9325 -0.0368
C 0.0928 3.3083 -0.6359
H -1.8696 3.8376 0.2331
H -0.6272 3.4681 2.5624
H 1.8518 2.6276 2.0768
H 2.2348 2.7674 -0.5568
H -0.0587 3.4520 -1.6974
Cl -2.8713 -3.7589 -2.9426
C -2.8406 -2.4362 -1.7992
C -3.9865 -1.7013 -1.6407
C -3.9294 -0.6261 -0.7553
I -5.6536 0.5600 -0.4331
C -2.8024 -0.2401 -0.0686
O -2.7849 0.8020 0.7060
C -1.6166 -1.0298 -0.2492
N -0.5499 -0.6577 0.4591
C 0.7235 -1.2749 0.1594
C 0.5783 -2.6654 -0.3949
C -0.5203 -3.0351 -1.0562
C -1.6604 -2.1597 -1.0998
H -4.8889 -1.9314 -2.1821
H 1.3179 -1.2926 1.0873
H 1.4070 -3.3432 -0.2411
H -0.6109 -4.0225 -1.4925
C -3.7871 2.2259 3.3699
O -4.0857 1.1592 4.2488
C -3.1190 0.3009 4.6108
S -3.5855 -0.8120 5.7542
S -1.5361 0.4039 4.0286
H -2.9220 2.7939 3.7366
H -4.6798 2.8518 3.3518
H -3.5757 1.8645 2.3595
C 4.5640 0.5893 -1.5176
Ge 3.2770 -0.9498 -1.4700
C 4.2298 -2.3554 -0.4038
C 3.1601 -1.6140 -3.3575
C 1.4686 -0.3839 -0.8567
H 5.5146 0.2794 -1.9470
H 4.7538 0.9734 -0.5194
H 4.1703 1.4013 -2.1213
H 5.2621 -2.4418 -0.7356
H 3.7587 -3.3255 -0.5199
H 4.2341 -2.1036 0.6524
H 4.1389 -1.8489 -3.7702
H 2.7037 -0.8517 -3.9849
H 2.5396 -2.5042 -3.4120
H 0.8431 -0.3106 -1.7503
H 1.5341 0.6162 -0.4258
*
```

---

Record 4
An isolated ion of composition C7H13N and charge +1. Source: the OMol25 dataset; level of theory: wB97M-V/def2-TZVPD.

Calculated values
Gap between HOMO and LUMO (alpha / beta), eV: 10.793 / 7.859
HOMO level (alpha / beta), eV: -14.219 / -14.808
Energy relative to the best compared isomer or geometry (same formula, charge and spin), kcal per mole: 22.10
⟨S²⟩: 0.7581

Structure (ORCA input):
```
! wB97M-V def2-TZVPD RIJCOSX def2/J DEFGRID3
* xyz 1 2
C -3.0300 0.8979 -0.2518
C -2.2747 -0.4031 0.2019
C -1.0330 -0.7311 -0.6728
N 1.9209 0.1704 -1.3247
C 1.5036 -0.3137 -0.1436
C 0.2041 -0.7389 0.0974
C 3.1888 0.5226 1.3762
C 2.5684 -0.5398 0.8724
H -2.5051 1.2630 -1.1363
H -2.9968 1.6284 0.5617
H -4.0729 0.8003 -0.5424
H -3.0386 -1.1847 0.1771
H -2.0683 -0.3264 1.2705
H -0.9922 -1.7322 -1.1517
H -1.1187 -0.0089 -1.4986
H 2.6621 0.8589 -1.3752
H 1.2207 0.3776 -2.0266
H 0.0477 -1.0453 1.1365
H 4.0480 0.4988 2.0286
H 2.7271 1.5101 1.3570
H 3.0390 -1.5039 1.0442
*
```

---

Record 5
C21H20ClDyIN2O2S4 as an isolated structure. Source: the OMol25 dataset; level of theory: wB97M-V/def2-TZVPD.

Calculated values
Gap between HOMO and LUMO (alpha / beta), eV: 6.141 / 6.137
HOMO level (alpha / beta), eV: -4.089 / -4.085
Energy relative to the best compared isomer or geometry (same formula, charge and spin), kcal per mole: 7.34
⟨S²⟩: 9.3337

Structure (ORCA input):
```
! wB97M-V def2-TZVPD RIJCOSX def2/J DEFGRID3
* xyz -1 6
Dy 0.5813 -0.2744 -1.1187
Cl -4.7079 0.3357 4.4972
C -3.3590 -0.0020 3.4304
C -2.0737 -0.1918 3.9794
C -1.0000 -0.4624 3.1782
C -1.1369 -0.5499 1.7593
O -0.1279 -0.8077 1.0240
C -2.4447 -0.3490 1.2329
C -2.6991 -0.4541 -0.1787
O -1.8685 -0.6299 -1.0665
C -3.5385 -0.0821 2.0833
H -1.9473 -0.1191 5.0532
H -0.0078 -0.5982 3.5907
H -3.7588 -0.3667 -0.4766
H -4.5259 0.0531 1.6527
C 0.1215 3.0403 -2.7944
N -0.0409 2.5732 -1.4172
C -1.4503 2.6091 -1.0505
C 0.7692 3.4008 -0.5057
C 1.6835 2.6314 0.4157
C 2.3329 3.3471 1.4260
C 3.2136 2.7057 2.2820
C 3.4327 1.3371 2.1277
C 2.7605 0.6540 1.1240
C 1.8750 1.2700 0.2270
H -0.1634 4.1016 -2.8770
H -0.4889 2.4437 -3.4665
H 1.1621 2.9287 -3.0991
H -1.8657 3.6253 -1.1338
H -1.5755 2.2720 -0.0180
H -2.0149 1.9476 -1.7100
H 0.1026 4.0422 0.0850
H 1.3731 4.0810 -1.1130
H 2.1454 4.4130 1.5430
H 3.7167 3.2605 3.0652
H 4.1143 0.8129 2.7900
H 2.9437 -0.4164 1.0364
S 3.1121 -1.6537 -1.6475
S 2.6036 -1.8694 -3.6385
S 1.7509 -0.0727 -4.1898
S -0.2780 -0.2295 -3.7680
I 0.9677 -5.9056 1.6608
C 0.4462 -4.8876 -0.0777
C -0.0254 -5.5730 -1.1871
C -0.3608 -4.8398 -2.3078
C -0.2259 -3.4567 -2.2777
N 0.2428 -2.8130 -1.2146
C 0.5934 -3.5155 -0.1342
H -0.1222 -6.6510 -1.1728
H -0.7281 -5.3248 -3.2028
H -0.4871 -2.8361 -3.1253
H 0.9782 -2.9536 0.7054
*
```

---

Record 6
A 5-piece molecular cluster, C21H47INO6P overall. Source: the OMol25 dataset; level of theory: wB97M-V/def2-TZVPD.

Calculated values
Gap between HOMO and LUMO, eV: 8.883
SMILES: OOC[PH2](CCCI)c1ccncc1.CC(C)O.CC(C)O.CC(C)O.CC(C)O
HOMO level, eV: -8.524

Structure (ORCA input):
```
! wB97M-V def2-TZVPD RIJCOSX def2/J DEFGRID3
* xyz 0 1
O -3.2609 2.4613 3.2530
O -2.4006 2.7455 2.1427
C -1.6704 1.5546 1.8524
P -2.8313 0.2224 1.0572
C -1.5508 -0.5123 -0.0474
C -1.0285 -1.8889 0.3840
C -0.4049 -1.8850 1.7810
I -0.8799 -3.6357 2.9284
C -4.2195 -0.9061 0.4041
C -5.1289 -0.4348 -0.5323
C -6.1339 -1.2720 -0.9937
N -6.2781 -2.5306 -0.5879
C -5.4111 -2.9851 0.3145
C -4.3852 -2.2158 0.8406
H -4.1159 2.3290 2.8174
H -0.8873 1.9046 1.1719
H -1.2254 1.1831 2.7849
H -3.5901 1.3419 0.5708
H -3.0094 -0.3643 2.3431
H -2.0269 -0.6208 -1.0250
H -0.7134 0.1779 -0.1631
H -0.2507 -2.1829 -0.3245
H -1.8119 -2.6390 0.2897
H -0.7150 -1.0450 2.3976
H 0.6798 -1.9083 1.7233
H -5.0679 0.5836 -0.9083
H -6.8577 -0.9091 -1.7186
H -5.5403 -4.0146 0.6367
H -3.7369 -2.6464 1.5995
C 4.9819 -1.5028 0.0837
C 3.6228 -1.1012 0.6285
C 3.7049 -0.6237 2.0702
O 2.6955 -2.1869 0.5147
H 5.3992 -2.3264 0.6713
H 4.8946 -1.8315 -0.9512
H 5.6840 -0.6690 0.1226
H 3.2087 -0.3084 0.0067
H 4.0839 -1.4210 2.7166
H 2.7192 -0.3334 2.4363
H 4.3740 0.2330 2.1647
H 3.0283 -2.9184 1.0480
C 4.6699 3.1087 -2.9899
C 3.4859 2.5866 -2.1937
C 2.7763 3.6950 -1.4343
O 3.8951 1.5462 -1.3027
H 5.4062 3.5604 -2.3187
H 5.1564 2.2969 -3.5299
H 4.3572 3.8677 -3.7079
H 2.7797 2.1014 -2.8702
H 3.4613 4.1628 -0.7208
H 1.9285 3.2968 -0.8777
H 2.4139 4.4685 -2.1125
H 4.5281 1.9242 -0.6813
C 0.2411 -7.0923 -0.5927
C -0.1713 -5.8356 -1.3419
C 1.0208 -4.9518 -1.6738
O -1.1454 -5.1040 -0.6000
H 0.7154 -6.8249 0.3563
H -0.6301 -7.7089 -0.3731
H 0.9511 -7.6834 -1.1730
H -0.6810 -6.1167 -2.2660
H 1.5158 -4.6187 -0.7566
H 0.6992 -4.0643 -2.2192
H 1.7534 -5.4860 -2.2809
H -0.7360 -4.8482 0.2369
C -0.1236 5.3589 -0.8051
C -1.3775 6.0138 -0.2467
C -1.2502 6.2914 1.2407
O -2.5229 5.2045 -0.5035
H 0.0526 4.4030 -0.3023
H -0.2340 5.1657 -1.8726
H 0.7550 5.9878 -0.6515
H -1.5661 6.9461 -0.7832
H -1.1138 5.3487 1.7789
H -2.1553 6.7638 1.6215
H -0.3997 6.9389 1.4600
H -2.4002 4.3797 -0.0167
*
```

---

How do the records compare in max |F|? In the order shown, they have 3.1, 5.6, 1.1, 1.8, 0.6, 0.2 eV/A.
How do the records compare in energy? In the order shown, they have -457.884553, -700.789816, -4812.548920, -328.933068, -4308.119085, -1973.394676 Ha.